Entry 1:
Density functional theory data (ωB97M-V with the def2-TZVPD basis set) for C23H27N6O8S2Ti as an isolated structure at a distorted geometry.

Structure (ORCA input):
```
! RIJCOSX wB97M-V def2-TZVPD def2/J DEFGRID3
* xyz -1 3
Ti -0.59985 0.90467 -1.22690
O 0.77169 1.30041 -2.30479
N 1.69747 0.39110 -2.53436
N 1.40390 -0.71084 -1.86284
O 0.36680 -0.66967 -0.99905
C 2.04413 -1.91332 -2.12355
C 3.31604 -1.92937 -2.70845
C 3.93889 -3.13936 -2.94779
C 3.31018 -4.33956 -2.63445
C 2.03365 -4.31541 -2.08686
C 1.40056 -3.11573 -1.82349
H 3.78417 -0.98633 -2.95128
H 4.92875 -3.14609 -3.38599
H 3.80535 -5.28220 -2.82738
H 1.52408 -5.24609 -1.86934
H 0.40925 -3.08072 -1.39465
N 0.27080 1.95269 0.41358
C -0.73958 2.53440 1.32745
C -1.65798 3.48220 0.54737
C -2.35264 2.71809 -0.58472
O -3.53208 2.44046 -0.53728
O -1.54827 2.40694 -1.57644
H 0.92213 1.37379 0.93311
H 0.83826 2.75081 0.02822
H -0.24439 3.09611 2.12344
H -1.33543 1.73167 1.76908
H -1.05529 4.28383 0.11255
H -2.41296 3.90452 1.20547
S 2.11257 4.21148 -0.78675
C 1.59152 5.83077 -0.71347
N 1.46175 6.47440 -1.94460
C 1.24283 7.84925 -2.02634
C 1.04023 8.53388 -0.85928
C 1.05870 7.81767 0.33956
N 1.34631 6.47498 0.39925
H 1.60907 5.91619 -2.76412
H 1.24696 8.29783 -3.00805
H 0.87192 9.60209 -0.86904
H 0.87715 8.30614 1.28935
C 2.76754 -3.63809 2.87166
C 1.28748 -3.45918 2.69173
C 0.69947 -2.20556 2.81657
C -0.66952 -2.03904 2.69003
C -1.46301 -3.14673 2.44555
C -0.89691 -4.40714 2.28081
C 0.47125 -4.55370 2.40023
S -3.22452 -3.01285 2.55895
O -3.65761 -4.19238 3.25834
O -3.55351 -1.72225 3.08359
N -3.97503 -3.13310 1.08100
C -4.10699 -2.00619 0.15096
C -3.14991 -1.93000 -1.05874
C -2.29985 -0.68162 -1.14297
O -1.89351 -0.29888 -2.27406
O -1.94890 -0.05796 -0.09952
H 3.19440 -2.80761 3.43239
H 3.26868 -3.68525 1.90199
H 2.98190 -4.56883 3.39772
H 1.33101 -1.35449 3.04056
H -1.14291 -1.07427 2.80645
H -1.54201 -5.25910 2.10629
H 0.91872 -5.53456 2.29038
H -3.85055 -4.04241 0.65689
H -4.00814 -1.11235 0.76609
H -5.12508 -2.04274 -0.23788
H -3.71041 -1.97482 -1.99148
H -2.44871 -2.77061 -1.06070
*
```

For the lowest unoccupied orbital energy (spin up / spin down), the calculation gives 0.073 / 0.073 hartree. The calculated total energy is -94397.262 eV. The energy above the lowest of the compared OMol25 structures with the same formula, charge and spin comes out at 61.6 kcal/mol. For the HOMO-LUMO gap (spin up / spin down), the calculation gives 0.1502 / 0.2327 hartree. As for the expectation value of S²: 2.0395.

Entry 2:
Density functional theory data (ωB97M-V with the def2-TZVPD basis set) for a 10-piece molecular cluster, C31H89N13O10 overall at a distorted geometry.

Structure (ORCA input):
```
! RIJCOSX wB97M-V def2-TZVPD def2/J DEFGRID3
* xyz 0 1
C -2.46863 -22.67991 3.10744
O -3.37380 -22.14814 4.11834
C -4.18498 -21.13347 3.69586
C -5.01389 -20.78995 4.95577
C -5.86733 -19.68621 4.62171
N -4.12872 -20.31957 6.08222
H -1.90896 -23.55627 3.43434
H -1.78044 -21.92307 2.73104
H -3.03255 -23.05533 2.25353
H -3.55380 -20.29177 3.41081
H -4.80903 -21.44868 2.85963
H -5.63230 -21.62508 5.28477
H -6.64989 -19.61540 5.37715
H -6.36743 -19.84662 3.66659
H -5.29521 -18.77207 4.46321
H -3.88408 -19.34053 6.04063
H -3.38884 -20.98204 6.26607
C 5.03373 -14.99458 -0.76482
O 4.93392 -16.36515 -1.23934
C 3.97983 -17.20614 -0.59180
C 2.46652 -16.72019 -0.80969
C 1.41980 -17.57290 -0.15896
N 2.27642 -16.80489 -2.26145
H 4.87494 -14.95024 0.31265
H 4.34386 -14.33045 -1.28549
H 6.07895 -14.75595 -0.96146
H 4.18751 -18.20555 -0.97413
H 4.18272 -17.26983 0.47725
H 2.37011 -15.67187 -0.52715
H 0.36833 -17.29060 -0.21207
H 1.61048 -17.74836 0.89980
H 1.50795 -18.55598 -0.62141
H 2.26302 -17.80469 -2.40396
H 3.25170 -16.69918 -2.50180
C 3.34111 -18.02428 3.71168
O 3.13321 -19.38091 4.00811
C 3.94328 -19.91549 5.09867
C 3.53022 -21.44444 5.36432
C 4.12265 -22.06489 6.63401
N 4.03326 -22.36679 4.35878
H 2.74553 -17.53081 2.94365
H 4.36248 -17.74873 3.44900
H 3.01439 -17.33637 4.49151
H 5.00783 -19.94161 4.86591
H 3.88610 -19.26813 5.97375
H 2.45044 -21.54502 5.47416
H 5.18214 -22.28034 6.49553
H 3.58425 -22.95086 6.97057
H 3.98017 -21.36302 7.45569
H 3.91444 -23.31963 4.67194
H 3.40190 -22.19731 3.58886
C -3.39583 -23.18557 -4.49355
O -2.83878 -23.17529 -3.17690
C -1.42831 -22.83711 -3.30869
C -0.64671 -22.93163 -1.97101
C -0.66154 -24.37215 -1.23889
N -1.25982 -22.06827 -0.99222
H -3.38870 -22.26537 -5.07774
H -4.46865 -23.35684 -4.40515
H -2.92954 -23.95374 -5.11048
H -0.95677 -23.61526 -3.90887
H -1.33081 -21.97945 -3.97428
H 0.36089 -22.58512 -2.20071
H -1.64491 -24.82967 -1.34732
H -0.37005 -24.27056 -0.19352
H -0.03439 -25.08763 -1.77074
H -2.20389 -22.40329 -0.86337
H -0.76886 -22.27732 -0.13469
C 4.36040 -24.75137 -1.67376
O 4.02156 -26.12305 -1.80205
C 3.47649 -26.60791 -3.07631
C 3.34539 -28.13816 -2.95283
C 4.65453 -28.92491 -2.64013
N 2.86270 -28.82978 -4.17950
H 3.59732 -23.99886 -1.47495
H 4.89483 -24.47040 -2.58125
H 5.10621 -24.73784 -0.87898
H 2.52744 -26.10721 -3.26789
H 4.13069 -26.39634 -3.92210
H 2.64910 -28.16999 -2.11481
H 5.36336 -28.76615 -3.45281
H 4.56911 -29.95967 -2.30831
H 5.02386 -28.50380 -1.70505
H 2.95836 -29.82723 -4.05288
H 1.88096 -28.82549 -4.41669
C -0.50894 -22.50258 5.69608
O 0.00619 -22.51653 7.04798
C -0.45654 -21.44509 7.86858
C 0.17321 -21.73629 9.30159
C -0.45229 -20.96313 10.51751
N 1.65916 -21.50251 9.31826
H -1.26255 -23.28871 5.64933
H 0.21080 -22.77907 4.92560
H -0.97607 -21.54650 5.45991
H -0.07911 -20.53235 7.40754
H -1.54327 -21.52114 7.83212
H 0.07747 -22.81718 9.40455
H -1.47171 -20.70487 10.23085
H 0.15409 -20.14016 10.89584
H -0.56657 -21.60086 11.39406
H 1.91167 -20.53402 9.18278
H 1.86941 -21.81709 8.38181
C 1.36717 -27.79179 0.46499
O 2.49100 -28.49773 0.90817
C 2.20852 -29.66683 1.62273
C 3.55087 -30.14933 2.10176
C 4.49595 -30.59699 0.94880
N 3.43045 -31.30894 2.98973
H 0.76373 -28.17327 -0.35868
H 1.62300 -26.76629 0.19851
H 0.57566 -27.62431 1.19545
H 1.53044 -29.39610 2.43207
H 1.81661 -30.44116 0.96324
H 4.10833 -29.41965 2.68905
H 4.42033 -31.68217 0.87982
H 5.50672 -30.23061 1.12823
H 4.21691 -30.08658 0.02700
H 4.33537 -31.34713 3.43670
H 2.74704 -31.16010 3.71836
N 0.31911 -25.27883 3.70525
C 1.35166 -25.76914 4.27820
N 1.18461 -26.99696 4.54534
O 2.30475 -25.10400 4.57650
H -0.51792 -25.84401 3.71207
H 0.37349 -24.28290 3.54629
H 0.51071 -27.51779 4.00249
H 1.81857 -27.49305 5.15533
N 5.26509 -20.59745 1.82980
C 5.25027 -20.69921 0.52587
N 6.39825 -20.28941 -0.00527
O 4.28037 -21.09627 -0.06240
H 6.04054 -20.08530 2.22536
H 4.40942 -20.72855 2.35013
H 7.05822 -19.94845 0.67905
H 6.38631 -20.16690 -1.00773
N 1.71281 -21.01152 1.61276
C 1.66787 -22.29173 1.89541
N 2.52884 -22.99983 1.20033
O 0.79470 -22.84391 2.56672
H 2.37702 -20.67271 0.93149
H 1.00536 -20.39828 1.99164
H 2.34826 -23.97245 0.99663
H 3.12569 -22.51801 0.54327
*
```

For the lowest unoccupied orbital energy, the calculation gives 0.011 hartree. The calculated total energy is -73431.573 eV. The energy above the lowest of the compared OMol25 structures with the same formula, charge and spin comes out at 122.0 kcal/mol. For the HOMO-LUMO gap, the calculation gives 0.3365 hartree. Its SMILES is COC[C@H](C)N.COC[C@H](C)N.COC[C@H](C)N.COC[C@H](C)N.COC[C@H](C)N.COC[C@H](C)N.COC[C@H](C)N.NC(N)=O.NC(N)=O.NC(N)=O.

Entry 3:
Density functional theory data (ωB97M-V with the def2-TZVPD basis set) for a 3-piece molecular cluster, C3H9NO4 overall at a distorted geometry.

Structure (ORCA input):
```
! RIJCOSX wB97M-V def2-TZVPD def2/J DEFGRID3
* xyz 0 1
C 1.00141 1.76455 -0.03785
C -0.44818 1.55048 -0.26766
O -1.28754 2.39500 -0.06523
N -0.93064 0.25247 -0.62800
C -0.25640 -0.55383 -1.51469
O -0.74189 -1.53464 -2.02800
H 1.65136 0.91056 -0.21173
H 1.42101 2.58517 -0.59536
H 1.17021 2.01257 1.01390
H -1.91538 0.14487 -0.43280
H 0.77513 -0.22019 -1.65605
O -1.29348 -0.05331 2.56975
H -1.02482 0.47327 3.31924
H -0.73765 0.15114 1.81912
O 1.00243 -3.05640 -0.12960
H 0.50200 -2.81868 -0.87740
H 1.11245 -4.00304 -0.27764
*
```

For the lowest unoccupied orbital energy, the calculation gives 0.021 hartree. The calculated total energy is -12937.241 eV. The energy above the lowest of the compared OMol25 structures with the same formula, charge and spin comes out at 3.8 kcal/mol. For the HOMO-LUMO gap, the calculation gives 0.4145 hartree. Its SMILES is CC(=O)NC=O.O.O.

Entry 4:
Density functional theory data (ωB97M-V with the def2-TZVPD basis set) for a 3-piece molecular cluster, C28H62BN12O7P2S overall at a distorted geometry.

Structure (ORCA input):
```
! RIJCOSX wB97M-V def2-TZVPD def2/J DEFGRID3
* xyz 1 1
C 0.32200 -1.98066 -0.85163
C -0.02476 -2.37870 -2.28719
O 0.81125 -2.81640 -3.00434
N -1.40889 -2.23992 -2.82170
C -2.19732 -3.21052 -2.03447
N -1.84759 -0.92700 -2.81279
C -1.06487 0.15918 -3.23331
C 0.35993 0.18903 -3.75404
C 1.36380 0.89180 -2.78255
S 2.90231 -0.11539 -2.77299
C 3.59901 0.32550 -1.21355
N 4.23245 -0.41216 -0.36970
N 4.54645 0.42060 0.66378
C 4.12757 1.59577 0.41459
O 3.49611 1.59199 -0.79835
C -1.75271 1.31906 -3.14409
C -1.25276 2.68712 -3.46649
C -0.99430 3.44146 -2.13046
O -1.13014 4.86066 -2.33265
C -1.99878 5.38786 -1.41887
O -2.95623 6.01047 -1.75650
N -3.02823 0.92879 -2.68069
B -4.08073 1.95799 -2.46218
O -4.18139 3.08189 -3.26290
N -5.07215 1.76161 -1.40430
C -6.40042 2.24991 -1.84664
C -4.65009 2.45521 -0.15857
C -3.03278 -0.39392 -2.51948
C -4.29273 -1.08873 -2.07808
H 1.40742 -1.83833 -0.82780
H 0.08545 -2.80873 -0.17480
H -0.15933 -1.03732 -0.56494
H -1.52684 -4.00532 -1.68445
H -2.61816 -2.77350 -1.11662
H -2.96552 -3.69215 -2.64204
H 0.76913 -0.79268 -4.01080
H 0.35037 0.75113 -4.69478
H 1.63215 1.85664 -3.22391
H 0.98892 0.99246 -1.76117
H 4.21534 2.50961 0.98336
H -0.30927 2.69309 -4.01402
H -1.96954 3.27663 -4.04612
H 0.01105 3.21802 -1.75005
H -1.71882 3.14664 -1.35370
H -1.80592 5.27064 -0.33422
H -3.87409 3.87831 -2.79854
H -6.60704 3.27504 -1.51087
H -7.17126 1.60367 -1.39851
H -6.54682 2.18702 -2.93004
H -5.49196 2.96076 0.32180
H -3.87884 3.22920 -0.33374
H -4.25377 1.70221 0.53628
H -4.37756 -2.11829 -2.42788
H -5.20132 -0.58806 -2.42231
H -4.34195 -1.05686 -0.98156
O 3.25966 5.02666 3.74538
P 4.15209 6.18370 4.16551
N 3.24939 7.43367 3.41881
C 3.71923 8.54387 2.62421
C 2.04559 7.79830 4.15099
N 5.54884 5.65149 3.25758
C 5.64680 5.90923 1.82938
C 5.87050 4.24878 3.51268
N 5.16878 7.32520 5.08802
C 6.41116 7.87060 4.57915
C 5.38557 6.84958 6.46862
H 4.11678 9.36841 3.23506
H 2.89531 8.94582 2.02902
H 4.47298 8.24979 1.89784
H 2.27211 8.47883 4.98514
H 1.55945 6.91028 4.56201
H 1.31723 8.27893 3.49530
H 4.72114 5.66591 1.28899
H 6.46184 5.33076 1.38973
H 5.91227 6.94940 1.63509
H 5.23013 3.56814 2.93938
H 5.74799 4.00560 4.57066
H 6.91199 4.04347 3.25619
H 7.21293 7.12842 4.51558
H 6.74014 8.66546 5.25427
H 6.29153 8.33550 3.60245
H 6.06487 5.98822 6.49894
H 4.43351 6.54569 6.91534
H 5.79465 7.64239 7.09649
O -2.28260 -6.28418 -1.16501
P -1.74861 -7.63122 -0.68900
N -2.40059 -8.57723 -1.95339
C -3.09057 -9.84455 -1.87826
C -1.66123 -8.46749 -3.20371
N -2.67441 -7.66210 0.79206
C -4.07559 -8.06256 0.78477
C -2.53832 -6.42323 1.55648
N -0.71212 -8.95546 -0.08321
C -1.15099 -9.91398 0.91212
C 0.62665 -8.45767 0.29050
H -2.40528 -10.69730 -1.76371
H -3.66356 -10.00595 -2.79429
H -3.82573 -9.87430 -1.07829
H -0.76910 -9.11038 -3.20138
H -1.33491 -7.43797 -3.37162
H -2.28683 -8.73998 -4.05500
H -4.65101 -7.58125 -0.01610
H -4.54863 -7.82075 1.73808
H -4.17290 -9.14516 0.69627
H -3.18205 -5.62506 1.16772
H -1.50613 -6.06202 1.53121
H -2.79309 -6.59751 2.60375
H -1.26373 -9.47840 1.90944
H -0.40415 -10.71023 0.97418
H -2.08594 -10.39828 0.63798
H 0.59527 -7.86168 1.21138
H 1.02917 -7.82605 -0.50847
H 1.32672 -9.28245 0.42924
*
```

For the lowest unoccupied orbital energy, the calculation gives -0.105 hartree. The calculated total energy is -92333.316 eV. The energy above the lowest of the compared OMol25 structures with the same formula, charge and spin comes out at 47.4 kcal/mol. For the HOMO-LUMO gap, the calculation gives 0.2507 hartree.